Computed, not measured: a cluster of 5 separate species, C15H33IO12P in total, with ωB97M-V/def2-TZVPD.

XYZ file:
```
62
Properties=species:S:1:pos:R:3:forces:R:3:lowdin_charge:R:1
P 1.87607 0.18360 -2.01739 -0.129 0.085 0.014 1.1046
C 0.63852 1.49752 -2.01815 -0.126 0.205 -0.148 -0.4202
C -0.62488 1.14057 -2.81286 0.047 -0.237 -0.088 -0.3612
C -1.44395 -0.00743 -2.24336 0.005 0.129 0.047 -0.6522
I -2.01865 0.31370 -0.21394 0.056 -0.077 0.075 0.9234
H 3.04031 0.62554 -2.63965 0.129 -0.189 0.006 0.0140
H 2.18792 -0.24492 -0.72779 0.144 -0.059 -0.005 0.0068
H 1.41042 -0.92378 -2.72212 0.134 -0.071 -0.045 0.0209
H 0.39327 1.73033 -0.98007 0.020 -0.008 -0.008 0.0371
H 1.11758 2.37072 -2.46412 0.034 0.004 0.077 0.0993
H -0.34398 0.87214 -3.83738 -0.027 0.064 -0.016 0.1176
H -1.24082 2.03668 -2.88414 0.033 0.020 0.074 0.1186
H -2.36545 -0.11532 -2.80539 -0.011 -0.069 -0.006 0.0522
H -0.92047 -0.96185 -2.25419 -0.015 0.004 -0.054 0.0256
C 3.89604 1.47292 1.37275 -0.102 0.142 -0.061 -0.0423
O 4.36299 0.18304 0.96377 -0.095 0.054 -0.063 -0.0424
C 5.46987 -0.22259 1.61897 -0.012 -0.017 -0.016 -0.6225
O 6.03226 0.40942 2.46694 -0.011 -0.025 -0.020 0.1501
O 5.80664 -1.41799 1.15283 0.007 0.016 -0.018 -0.0040
C 6.97610 -1.98545 1.77456 0.021 -0.046 -0.006 -0.0161
H 3.01564 1.67101 0.76216 -0.009 0.020 0.024 0.0670
H 3.61328 1.48752 2.42288 0.065 -0.087 0.019 0.1059
H 4.64536 2.24058 1.19039 0.052 -0.045 0.023 0.1040
H 6.81000 -2.11241 2.84153 -0.001 0.020 0.001 0.1024
H 7.83835 -1.34312 1.61139 -0.009 0.015 0.013 0.1011
H 7.12004 -2.94786 1.29535 -0.010 0.003 -0.003 0.0956
C -7.97282 4.82886 2.16542 -0.038 0.021 0.000 -0.0287
O -7.87006 3.59550 1.44072 0.010 -0.005 -0.007 0.0102
C -6.69082 2.99493 1.53638 0.013 -0.023 0.016 -0.6243
O -5.73654 3.39475 2.15591 -0.022 -0.006 -0.006 0.1155
O -6.73195 1.86410 0.82831 0.006 0.040 0.038 0.0099
C -5.51026 1.12248 0.85746 -0.078 -0.068 -0.030 -0.0753
H -8.98169 5.18564 1.98677 0.001 -0.008 -0.004 0.0955
H -7.81287 4.65948 3.22815 0.019 -0.002 -0.003 0.0983
H -7.24447 5.54829 1.79696 0.015 -0.010 0.009 0.0972
H -5.25999 0.83432 1.87679 0.045 -0.005 -0.017 0.0767
H -4.70227 1.71374 0.43142 -0.011 0.023 0.033 0.0349
H -5.68523 0.23334 0.25905 -0.033 0.018 -0.013 0.0937
C -4.63263 -4.26530 4.40229 -0.009 -0.036 0.020 -0.0316
O -4.51015 -3.08388 5.20318 0.010 0.010 -0.001 0.0103
C -4.33578 -1.96142 4.51515 -0.016 -0.001 -0.017 -0.6238
O -4.26670 -1.87464 3.31304 0.026 0.092 0.000 0.1046
O -4.24930 -0.95100 5.37707 -0.003 -0.030 -0.010 0.0110
C -4.09020 0.33999 4.78307 -0.002 0.023 0.022 -0.0300
H -4.76842 -5.07931 5.10668 0.000 0.007 0.004 0.0957
H -5.49326 -4.18924 3.74085 0.010 0.012 -0.012 0.0981
H -3.73141 -4.42085 3.81236 -0.006 0.014 -0.012 0.0955
H -4.94482 0.58047 4.15365 0.003 -0.001 0.001 0.0833
H -3.17626 0.37995 4.19211 -0.011 -0.009 -0.018 0.0944
H -4.03193 1.03741 5.61220 -0.001 -0.005 0.000 0.0983
C 6.20799 -1.49079 -2.93969 0.012 -0.015 0.024 -0.0375
O 6.46708 -1.67359 -4.33186 -0.012 0.015 -0.025 0.0172
C 5.42039 -1.52850 -5.13676 0.005 -0.049 -0.007 -0.6258
O 4.29263 -1.25648 -4.78545 -0.104 0.129 0.189 0.0749
O 5.81352 -1.73440 -6.38067 0.000 0.009 0.028 0.0211
C 4.78897 -1.62119 -7.37863 -0.001 -0.007 -0.043 -0.0218
H 7.15948 -1.64861 -2.44287 -0.001 0.000 -0.005 0.0990
H 5.85412 -0.47826 -2.74602 -0.004 0.000 0.000 0.0873
H 5.47720 -2.21632 -2.58526 -0.010 0.010 -0.006 0.0965
H 4.36672 -0.61845 -7.37655 -0.006 -0.003 0.015 0.0968
H 4.00483 -2.35419 -7.20148 -0.004 0.009 0.015 0.0982
H 5.28441 -1.81936 -8.32271 0.006 -0.001 0.007 0.0994
```
Forces are in eV/Å.

Values from the calculation:
Highest occupied orbital energy: -12.479 eV
HOMO-LUMO gap: 0.345 hartree
Molecular weight: 563.3 u
Net charge: +1
Energy: -2133.021833 Eh
F_max: 0.283 eV Å⁻¹